Record 1
{"formula": "C10H34N8O7", "method": "ωB97M-V/def2-TZVPD", "charge": 0, "smiles": "NC(N)=O.NC(N)=O.NC(N)=O.NC(N)=O.CCO.CCO.CCO", "e_above_lowest_kcal_mol": 55.3, "homo_energy_ev": -8.971, "gap_ev": 9.18, "elements": ["N", "C", "N", "O", "H", "H", "H", "H", "N", "C", "N", "O", "H", "H", "H", "H", "N", "C", "N", "O", "H", "H", "H", "H", "N", "C", "N", "O", "H", "H", "H", "H", "C", "C", "O", "H", "H", "H", "H", "H", "H", "C", "C", "O", "H", "H", "H", "H", "H", "H", "C", "C", "O", "H", "H", "H", "H", "H", "H"], "xyz": [[-3.27, 0.63, 1.82], [-3.90, -0.38, 2.38], [-3.67, -1.50, 1.66], [-4.67, -0.35, 3.37], [-3.43, 1.58, 2.12], [-2.61, 0.45, 1.07], [-3.01, -1.48, 0.90], [-4.00, -2.41, 1.96], [3.72, -4.31, 2.67], [4.17, -3.12, 2.73], [3.19, -2.30, 2.62], [5.36, -2.78, 2.90], [4.40, -5.04, 2.49], [2.73, -4.46, 2.54], [2.25, -2.66, 2.62], [3.33, -1.30, 2.61], [-2.91, 0.54, -6.49], [-2.01, -0.21, -5.84], [-2.16, -0.06, -4.53], [-1.15, -0.92, -6.34], [-3.64, 1.01, -5.96], [-3.07, 0.39, -7.48], [-2.92, 0.51, -4.19], [-1.61, -0.66, -3.94], [1.58, -2.55, -2.48], [0.64, -1.96, -3.18], [0.93, -1.93, -4.40], [-0.39, -1.49, -2.74], [2.35, -3.01, -2.94], [1.55, -2.50, -1.47], [0.23, -1.57, -5.04], [1.79, -2.41, -4.62], [-1.33, 3.15, 1.05], [-2.31, 4.08, 1.79], [-3.16, 3.31, 2.57], [-1.71, 2.37, 0.40], [-0.59, 2.84, 1.80], [-0.67, 3.65, 0.33], [-3.00, 4.71, 1.22], [-1.78, 4.78, 2.43], [-3.65, 3.85, 3.20], [3.19, 2.63, 1.36], [2.73, 1.99, 2.65], [3.45, 0.79, 2.74], [2.93, 3.68, 1.28], [2.93, 2.08, 0.45], [4.28, 2.62, 1.37], [1.65, 1.80, 2.68], [3.00, 2.61, 3.50], [4.31, 0.96, 3.14], [0.78, -0.24, 0.25], [-0.53, -1.01, 0.44], [-1.48, -0.51, -0.50], [1.24, -0.32, -0.74], [1.52, -0.64, 0.94], [0.72, 0.82, 0.48], [-0.80, -0.90, 1.49], [-0.33, -2.05, 0.23], [-1.18, -0.82, -1.36]], "nbo_charge": [-0.8587, 0.7618, -0.8527, -0.6969, 0.4306, 0.3967, 0.3922, 0.3956, -0.8118, 0.7364, -0.8176, -0.6977, 0.4066, 0.3766, 0.3672, 0.4330, -0.8358, 0.7751, -0.8385, -0.7009, 0.3825, 0.4040, 0.3808, 0.4326, -0.8255, 0.7765, -0.7936, -0.7471, 0.3894, 0.4059, 0.4475, 0.3782, -0.6524, -0.0539, -0.7368, 0.2286, 0.2113, 0.2201, 0.1609, 0.1574, 0.4849, -0.6313, -0.0620, -0.7474, 0.2068, 0.2141, 0.2053, 0.1777, 0.1662, 0.4808, -0.6385, -0.0863, -0.7805, 0.2053, 0.2026, 0.2106, 0.1932, 0.1559, 0.5151]}

Record 2
{"formula": "C10H34O10", "method": "ωB97M-V/def2-TZVPD", "charge": 0, "smiles": "OCCO.OCCO.OCCO.CO.CO.CO.CO", "e_above_lowest_kcal_mol": 18.2, "homo_energy_ev": -9.513, "gap_ev": 9.82, "elements": ["O", "C", "C", "O", "H", "H", "H", "H", "H", "H", "O", "C", "C", "O", "H", "H", "H", "H", "H", "H", "O", "C", "C", "O", "H", "H", "H", "H", "H", "H", "C", "O", "H", "H", "H", "H", "C", "O", "H", "H", "H", "H", "C", "O", "H", "H", "H", "H", "C", "O", "H", "H", "H", "H"], "xyz": [[1.45, 5.61, -0.42], [0.87, 4.48, 0.24], [1.51, 3.26, -0.37], [1.28, 3.24, -1.78], [0.77, 6.28, -0.54], [1.15, 4.53, 1.29], [-0.21, 4.41, 0.10], [1.20, 2.31, 0.05], [2.60, 3.36, -0.21], [1.73, 4.04, -2.09], [1.31, -4.79, 1.64], [2.40, -3.97, 1.29], [3.13, -4.36, 0.00], [2.35, -4.14, -1.17], [0.73, -4.90, 0.89], [2.07, -2.95, 1.05], [3.20, -4.05, 2.02], [3.48, -5.40, 0.05], [3.97, -3.68, -0.13], [1.52, -4.62, -1.17], [3.66, 0.83, -1.37], [3.59, -0.19, -2.38], [2.16, -0.32, -2.82], [1.59, 0.88, -3.27], [4.55, 0.82, -1.02], [4.28, 0.04, -3.20], [3.90, -1.16, -1.98], [1.60, -0.73, -1.97], [2.11, -1.01, -3.66], [1.78, 1.63, -2.68], [-3.81, 3.23, 0.99], [-2.50, 2.87, 0.63], [-4.00, 3.14, 2.06], [-4.06, 4.23, 0.63], [-4.52, 2.58, 0.46], [-2.33, 2.03, 1.09], [-4.07, -0.34, -0.36], [-4.54, -0.33, -1.70], [-3.04, 0.00, -0.32], [-4.74, 0.23, 0.30], [-4.15, -1.37, -0.01], [-4.39, 0.53, -2.12], [-2.82, -2.67, 2.52], [-2.90, -1.30, 2.88], [-3.49, -3.26, 3.17], [-3.20, -2.85, 1.53], [-1.86, -3.14, 2.79], [-2.89, -1.23, 3.83], [-0.19, -0.35, 0.57], [-0.85, 0.36, 1.63], [-0.71, -0.22, -0.38], [0.78, 0.10, 0.35], [-0.08, -1.38, 0.90], [-1.36, -0.30, 2.12]], "nbo_charge": [-0.7436, -0.1021, -0.0822, -0.7339, 0.4766, 0.1650, 0.1955, 0.1928, 0.1644, 0.4822, -0.7105, -0.0925, -0.0855, -0.7267, 0.4585, 0.1643, 0.1856, 0.1643, 0.1843, 0.4586, -0.7367, -0.0896, -0.0739, -0.7417, 0.4706, 0.1613, 0.1596, 0.1485, 0.1833, 0.5035, -0.2462, -0.7344, 0.1618, 0.1776, 0.1509, 0.4874, -0.2421, -0.7310, 0.1723, 0.1608, 0.1682, 0.4700, -0.2655, -0.7399, 0.1681, 0.1954, 0.1780, 0.4790, -0.2578, -0.7647, 0.1736, 0.1816, 0.1652, 0.4924]}

Record 3
{"formula": "C10H35HgO10", "method": "ωB97M-V/def2-TZVPD", "charge": 2, "homo_energy_ev": [-14.407, -14.403], "s_squared": 0.75, "gap_ev": [5.15, 2.22], "multiplicity": 2, "elements": ["Hg", "C", "C", "O", "O", "H", "H", "H", "C", "O", "H", "H", "H", "H", "C", "O", "H", "H", "H", "H", "C", "O", "H", "H", "H", "H", "C", "O", "H", "H", "H", "H", "C", "O", "H", "H", "H", "H", "C", "O", "H", "H", "H", "H", "C", "O", "H", "H", "H", "H", "C", "O", "H", "H", "H", "H"], "xyz": [[2.16, -0.76, 1.46], [-0.65, 1.50, -1.11], [0.39, 0.80, -0.18], [0.24, 0.81, 1.06], [1.29, 0.11, -0.65], [-0.02, 2.02, -1.83], [-1.34, 2.13, -0.56], [-1.21, 0.72, -1.62], [-2.68, 2.23, 2.01], [-1.59, 1.91, 2.86], [-2.44, 2.90, 1.18], [-3.12, 1.39, 1.46], [-3.39, 2.82, 2.59], [-0.94, 1.48, 2.30], [0.48, -3.09, -2.44], [1.12, -3.89, -1.47], [0.32, -2.10, -2.00], [1.09, -3.03, -3.34], [-0.47, -3.50, -2.78], [1.32, -4.76, -1.83], [-0.13, -3.28, 1.87], [0.28, -2.13, 1.16], [0.71, -3.90, 2.17], [-0.71, -2.98, 2.75], [-0.77, -3.86, 1.20], [-0.52, -1.85, 0.70], [-3.36, -1.71, 1.06], [-2.41, -1.34, 0.05], [-3.19, -1.04, 1.90], [-4.38, -1.59, 0.68], [-3.28, -2.71, 1.48], [-2.86, -1.25, -0.79], [3.74, 0.00, -3.24], [2.34, 0.08, -3.34], [4.01, -0.43, -2.27], [4.02, -0.59, -4.11], [4.36, 0.87, -3.42], [1.98, 0.05, -2.45], [1.20, 4.03, 1.21], [1.88, 3.88, 2.42], [0.19, 3.62, 1.29], [1.03, 5.02, 0.77], [1.78, 3.58, 0.40], [1.28, 4.21, 3.09], [-2.73, -0.98, -3.74], [-3.37, -0.78, -2.51], [-2.21, -1.94, -3.67], [-3.38, -1.11, -4.61], [-2.02, -0.18, -3.94], [-3.87, 0.04, -2.50], [3.53, 1.28, 3.78], [2.68, 1.19, 2.66], [3.59, 0.35, 4.33], [4.53, 1.62, 3.49], [3.14, 2.03, 4.46], [2.35, 2.09, 2.54]], "nbo_charge": [1.6095, -0.7143, 0.8158, -0.7518, -0.8510, 0.2237, 0.2585, 0.2537, -0.2560, -0.7377, 0.1376, 0.1605, 0.2065, 0.4830, -0.2536, -0.7192, 0.1699, 0.1656, 0.1929, 0.4862, -0.2630, -0.8061, 0.1973, 0.1930, 0.2075, 0.5454, -0.2648, -0.8033, 0.1833, 0.1956, 0.1750, 0.5157, -0.3238, -0.1831, 0.2348, 0.3095, 0.3443, 0.5391, -0.2647, -0.7364, 0.1815, 0.1943, 0.1629, 0.4983, -0.2465, -0.7514, 0.1793, 0.1982, 0.1560, 0.4884, -0.2696, -0.8114, 0.1911, 0.1943, 0.2119, 0.5476]}

Asked for strongest force on any atom across the records above, the calculation gives 0.1234, 0.0441, 0.0939 Eh/bohr in order.